The following is a DFT calculation (ωB97M-V/def2-TZVPD) of a molecular structure, C39H69Cl4NSb.

As for the HOMO-LUMO gap: 5.0 eV. Its LUMO energy is 1.53 eV. The HOMO energy is -3.44 eV. For the total energy, the calculation gives -3663.0582 Ha.

```
! wB97M-V def2-TZVPD RIJCOSX def2/J DEFGRID3
* xyz -1 1
C -5.66 0.21 -4.14
C -7.07 0.82 -4.30
C -7.50 1.08 -5.76
C -7.46 2.55 -6.22
C -6.08 3.05 -6.66
C -5.17 3.58 -5.53
C -3.68 3.27 -5.73
C -2.75 4.27 -5.05
C -2.81 4.25 -3.52
C -2.59 2.88 -2.89
C -2.25 2.93 -1.39
C -1.08 2.03 -0.97
C -0.33 2.49 0.29
C 1.15 2.11 0.29
C 1.75 2.03 1.69
C 3.29 2.05 1.73
C 3.94 0.67 1.94
C 4.43 0.38 3.35
Sb 5.74 -1.44 3.46
C 5.37 -1.69 5.64
C 4.91 -3.11 5.95
C 5.53 -3.76 7.21
C 6.54 -4.86 6.89
C 5.95 -6.00 6.05
N 6.50 -7.31 6.46
C 7.55 -0.20 3.95
C 8.53 0.23 2.85
C 9.80 0.84 3.47
C 8.93 -0.92 1.92
H -5.19 0.04 -5.10
H -4.99 0.86 -3.57
H -5.69 -0.74 -3.62
H -7.12 1.76 -3.75
H -7.80 0.17 -3.83
H -8.51 0.70 -5.91
H -6.85 0.50 -6.43
H -7.82 3.18 -5.40
H -8.17 2.68 -7.04
H -6.21 3.85 -7.40
H -5.55 2.25 -7.19
H -5.51 3.17 -4.57
H -5.29 4.66 -5.45
H -3.46 3.25 -6.81
H -3.48 2.26 -5.37
H -3.02 5.27 -5.39
H -1.72 4.09 -5.37
H -2.04 4.93 -3.13
H -3.77 4.66 -3.19
H -1.79 2.36 -3.43
H -3.49 2.27 -3.04
H -3.14 2.65 -0.82
H -2.02 3.96 -1.10
H -1.45 1.01 -0.81
H -0.37 1.96 -1.81
H -0.43 3.57 0.39
H -0.80 2.05 1.17
H 1.72 2.84 -0.30
H 1.28 1.15 -0.22
H 1.33 2.84 2.29
H 1.41 1.10 2.15
H 3.62 2.72 2.53
H 3.67 2.49 0.80
H 4.77 0.54 1.24
H 3.21 -0.10 1.67
H 4.99 1.24 3.75
H 3.59 0.18 4.03
H 6.73 -2.94 3.52
H 6.00 -1.32 1.71
H 4.28 -2.46 3.17
H 6.30 -1.45 6.16
H 4.63 -0.95 5.93
H 5.14 -3.75 5.08
H 3.82 -3.14 6.04
H 6.03 -2.98 7.79
H 4.76 -4.17 7.86
H 6.92 -5.30 7.82
H 7.40 -4.42 6.37
H 4.87 -6.03 6.20
H 6.12 -5.79 4.99
H 5.93 -8.05 6.06
H 7.42 -7.43 6.06
H 7.15 0.69 4.44
H 8.10 -0.77 4.71
H 8.05 1.02 2.26
H 9.54 1.57 4.25
H 10.42 1.34 2.72
H 10.40 0.06 3.94
H 9.92 -0.76 1.49
H 8.23 -1.04 1.09
H 8.94 -1.86 2.47
Cl -6.81 0.83 -9.49
C -8.23 0.91 -10.47
C -8.33 1.81 -11.52
Cl -7.04 2.89 -11.89
C -9.49 1.85 -12.28
C -10.54 1.00 -12.00
C -10.44 0.10 -10.95
C -9.29 0.05 -10.19
H -9.55 2.57 -13.10
H -11.44 1.04 -12.60
H -11.26 -0.57 -10.73
H -9.19 -0.64 -9.37
Cl 1.62 -5.01 6.50
C 0.46 -4.39 7.61
C 0.52 -3.07 8.05
Cl 1.75 -2.00 7.49
C -0.43 -2.59 8.95
C -1.43 -3.43 9.41
C -1.49 -4.75 8.98
C -0.55 -5.22 8.08
H -0.37 -1.56 9.27
H -2.16 -3.05 10.11
H -2.27 -5.41 9.34
H -0.58 -6.25 7.73
*
```

Atomic partial charges in e from the Löwdin method, atoms 1 to 99: C -0.0942; C -0.2425; C -0.2226; C -0.2212; C -0.2146; C -0.2021; C -0.2170; C -0.2192; C -0.2171; C -0.2106; C -0.2050; C -0.2153; C -0.2227; C -0.2279; C -0.2241; C -0.2169; C -0.3386; C -0.3859; Sb 0.9947; C -0.3730; C -0.3556; C -0.2266; C -0.2198; C -0.2948; N -0.0277; C -0.3637; C -0.5242; C -0.1222; C -0.1289; H 0.0682; H 0.0414; H 0.0668; H 0.0917; H 0.0945; H 0.0991; H 0.0781; H 0.1090; H 0.0934; H 0.1076; H 0.0788; H 0.0939; H 0.1130; H 0.1097; H 0.0996; H 0.1062; H 0.1091; H 0.1078; H 0.1121; H 0.1127; H 0.0791; H 0.1100; H 0.0979; H 0.1144; H 0.1033; H 0.1052; H 0.1109; H 0.1081; H 0.1149; H 0.1029; H 0.1096; H 0.0944; H 0.0936; H 0.0651; H 0.0950; H 0.0365; H 0.0361; H -0.0783; H -0.0782; H -0.0779; H 0.0361; H 0.0299; H 0.0358; H 0.0210; H 0.0949; H 0.0931; H 0.0965; H 0.1071; H 0.0989; H 0.1008; H 0.0478; H 0.0553; H 0.0369; H 0.0436; H 0.1183; H 0.0641; H 0.0619; H 0.0715; H 0.0589; H 0.0410; H 0.0609; Cl 0.7181; C -0.6767; C -0.6879; Cl 0.6751; C -0.1110; C -0.0857; C -0.0843; C -0.1063; H 0.1048